Below is a gas-phase ion, H2O2PS (charge -1) in a non-equilibrium geometry, with properties calculated with ωB97M-V/def2-TZVPD.

- Charge: -1
- SMILES: [O-]PSO
- Calculated total energy: -24251.7939 eV
- HOMO energy: -3.1 eV
- Frontier orbital gap: 0.2610 hartree
- Relative energy (zero: lowest compared OMol25 entry of this formula, charge and spin): 20.2 kcal per mole

Element x y z (Å)
O1 -1.85 1.02 0.01
O2 2.05 0.11 1.39
P1 -0.75 0.36 0.69
S1 1.58 0.34 -0.22
H1 0.08 1.56 1.29
H2 1.38 0.67 1.92

For reference, the Löwdin charges in units of e are:
1 O -0.68
2 O -0.75
3 P 0.40
4 S 0.22
5 H -0.13
6 H -0.06

---

Below is 2 unconnected molecules or ions with the total composition H2O3PS in a non-equilibrium geometry, with properties calculated with ωB97M-V/def2-TZVPD.

- Charge: -1
- Calculated total energy: -26297.3644 eV
- HOMO energy (alpha / beta): -5.3 / -1.9 eV
- Frontier orbital gap (alpha / beta): 0.3206 / 0.1051 hartree
- Relative energy (zero: lowest compared OMol25 entry of this formula, charge and spin): 54.8 kcal per mole

Element x y z (Å)
O1 -2.33 -0.27 1.46
O2 -2.75 -1.40 -0.77
O3 -2.33 1.03 -0.70
P1 3.88 0.09 0.21
S1 -2.29 -0.24 -0.01
H1 3.37 1.04 -0.72
H2 2.46 -0.25 0.53

For reference, the Löwdin charges in units of e are:
1 O -0.47
2 O -0.46
3 O -0.46
4 P 0.47
5 S 0.40
6 H -0.26
7 H -0.21

---

Below is 2 unconnected molecules or ions with the total composition H2O4S in a non-equilibrium geometry, with properties calculated with ωB97M-V/def2-TZVPD.

- Calculated total energy: -19054.1984 eV
- HOMO energy: -10.4 eV
- Frontier orbital gap: 0.3520 hartree
- Relative energy (zero: lowest compared OMol25 entry of this formula, charge and spin): 0.0 kcal per mole

Element x y z (Å)
O1 -2.18 -0.83 0.91
O2 -2.83 1.22 -0.19
O3 -0.23 0.17 -0.64
O4 0.42 -0.11 0.53
S1 -2.70 -0.20 -0.23
H1 -0.24 -0.69 0.98
H2 0.04 1.11 -0.67

For reference, the Löwdin charges in units of e are:
1 O -0.42
2 O -0.41
3 O -0.18
4 O -0.09
5 S 0.89
6 H 0.07
7 H 0.13

---

Below is a gas-phase ion, H2O5PS2 (charge -1) in a non-equilibrium geometry, with properties calculated with ωB97M-V/def2-TZVPD.

- Charge: -1
- Calculated total energy: -41234.4414 eV
- HOMO energy: -4.9 eV
- Frontier orbital gap: 0.3024 hartree
- Relative energy (zero: lowest compared OMol25 entry of this formula, charge and spin): 0.0 kcal per mole

Element x y z (Å)
O1 -3.92 -0.24 1.44
O2 -3.35 -0.92 -0.85
O3 0.14 -0.45 0.82
O4 0.43 0.52 -1.46
O5 1.15 1.86 0.62
P1 0.09 1.00 0.07
S1 -1.77 1.80 0.18
S2 -3.77 0.16 0.04
H1 0.45 1.37 -1.90
H2 -0.77 -0.79 0.96

For reference, the Löwdin charges in units of e are:
1 O -0.54
2 O -0.54
3 O -0.21
4 O -0.21
5 O -0.39
6 P 0.00
7 S 0.24
8 S 0.56
9 H 0.04
10 H 0.06

---

Below is H2OP2 in the gas phase in a non-equilibrium geometry, with properties calculated with ωB97M-V/def2-TZVPD.

- Calculated total energy: -20654.2670 eV
- HOMO energy (alpha / beta): -7.7 / -10.9 eV
- Frontier orbital gap (alpha / beta): 0.3073 / 0.3033 hartree
- Relative energy (zero: lowest compared OMol25 entry of this formula, charge and spin): 14.9 kcal per mole
- Spin multiplicity: 3

Element x y z (Å)
O1 2.01 0.48 0.55
P1 0.98 -0.50 -0.26
P2 -0.88 0.57 -0.49
H1 -0.89 0.32 0.89
H2 -1.22 -0.86 -0.69

For reference, the Löwdin charges in units of e are:
1 O -0.58
2 P 0.44
3 P 0.47
4 H -0.18
5 H -0.15

---

Below is a molecular structure, H2OSn in a non-equilibrium geometry, with properties calculated with ωB97M-V/def2-TZVPD.

- Charge: +2
- Calculated total energy: -7888.9968 eV
- HOMO energy: -22.1 eV
- Frontier orbital gap: 0.3055 hartree
- Relative energy (zero: lowest compared OMol25 entry of this formula, charge and spin): 24.8 kcal per mole

Element x y z (Å)
Sn1 -1.84 1.47 0.07
O1 0.42 -0.24 0.19
H1 0.42 -0.27 -0.77
H2 1.00 -0.96 0.51

For reference, the Löwdin charges in units of e are:
1 Sn 1.96
2 O -0.13
3 H 0.05
4 H 0.12

---

Below is a molecular structure, H2OTl in a non-equilibrium geometry, with properties calculated with ωB97M-V/def2-TZVPD.

- Charge: +3
- Calculated total energy: -6724.9439 eV
- HOMO energy: -28.0 eV
- Frontier orbital gap: 0.1007 hartree
- Relative energy (zero: lowest compared OMol25 entry of this formula, charge and spin): 1.5 kcal per mole

Element x y z (Å)
Tl1 17.10 16.76 23.64
O1 20.15 12.91 25.57
H1 20.60 12.89 26.41
H2 20.08 11.99 25.31

For reference, the Löwdin charges in units of e are:
1 Tl 1.90
2 O 0.69
3 H 0.21
4 H 0.21

---

Below is 2 unconnected molecules or ions with the total composition H2P2 in a non-equilibrium geometry, with properties calculated with ωB97M-V/def2-TZVPD.

- Calculated total energy: -18607.9557 eV
- HOMO energy: -9.8 eV
- Frontier orbital gap: 0.3331 hartree
- Relative energy (zero: lowest compared OMol25 entry of this formula, charge and spin): 11.4 kcal per mole

Element x y z (Å)
P1 1.06 -1.21 0.19
P2 1.20 -0.34 1.93
H1 -0.90 0.69 -1.33
H2 -1.36 0.87 -0.79

For reference, the Löwdin charges in units of e are:
1 P 0.00
2 P 0.02
3 H -0.02
4 H 0.00

---

Below is H2S in the gas phase in a non-equilibrium geometry, with properties calculated with ωB97M-V/def2-TZVPD.

- SMILES: S
- Calculated total energy: -10867.3735 eV
- HOMO energy: -9.8 eV
- Frontier orbital gap: 0.3957 hartree
- Relative energy (zero: lowest compared OMol25 entry of this formula, charge and spin): 3.2 kcal per mole

Element x y z (Å)
H1 0.92 -0.35 0.00
H2 -0.92 -0.35 0.00
S1 0.00 0.70 0.00

For reference, the Löwdin charges in units of e are:
1 H -0.19
2 H -0.20
3 S 0.39

---

Below is 14 unconnected molecules or ions with the total composition H30NO13 in a non-equilibrium geometry, with properties calculated with ωB97M-V/def2-TZVPD.

- Charge: +1
- Calculated total energy: -28589.9035 eV
- HOMO energy: -13.5 eV
- Frontier orbital gap: 0.3833 hartree
- Relative energy (zero: lowest compared OMol25 entry of this formula, charge and spin): 78.9 kcal per mole

Element x y z (Å)
N1 -0.36 0.29 0.12
H1 -1.28 0.36 0.55
H2 0.13 -0.36 0.69
H3 0.04 1.19 0.27
H4 -0.48 0.03 -0.87
O1 -2.44 -0.43 -2.76
H5 -3.16 -0.95 -2.40
H6 -1.67 -1.03 -2.64
O2 1.01 3.38 2.18
H7 1.50 4.10 2.54
H8 1.39 3.35 1.32
O3 1.73 2.85 -0.55
H9 0.93 3.27 -0.87
H10 2.10 2.52 -1.41
O4 -2.56 1.74 -1.20
H11 -2.58 1.09 -1.95
H12 -3.52 1.72 -0.92
O5 2.20 -0.93 -0.63
H13 2.66 -0.31 -0.02
H14 2.06 -1.64 -0.06
O6 -1.28 -2.23 2.41
H15 -0.52 -2.21 2.98
H16 -1.85 -2.91 2.78
O7 1.44 -0.76 2.69
H17 2.16 -0.21 2.40
H18 1.67 -1.59 2.28
O8 -0.30 -2.00 -2.70
H19 0.54 -2.16 -3.13
H20 -0.72 -2.81 -2.83
O9 -2.79 -1.37 0.23
H21 -2.20 -1.62 0.90
H22 -2.79 -2.14 -0.35
O10 3.02 1.00 1.12
H23 2.97 1.59 0.34
H24 3.99 1.00 1.28
O11 -0.80 1.12 2.93
H25 -0.50 1.99 3.11
H26 -0.06 0.50 3.12
O12 0.04 -2.67 -0.17
H27 -0.69 -3.26 0.11
H28 -0.16 -2.31 -1.06
O13 0.29 1.20 -3.00
H29 -0.26 0.84 -3.68
H30 1.12 0.77 -3.16

For reference, the Löwdin charges in units of e are:
1 N 0.32
2 H 0.10
3 H 0.05
4 H 0.10
5 H 0.10
6 O -0.05
7 H 0.06
8 H -0.01
9 O -0.02
10 H 0.04
11 H -0.02
12 O -0.06
13 H 0.07
14 H 0.09
15 O -0.11
16 H -0.01
17 H 0.08
18 O -0.05
19 H 0.00
20 H -0.02
21 O -0.03
22 H 0.04
23 H 0.08
24 O -0.02
25 H 0.00
26 H 0.05
27 O 0.00
28 H 0.11
29 H 0.07
30 O -0.02
31 H -0.05
32 H 0.04
33 O -0.06
34 H 0.04
35 H 0.11
36 O -0.05
37 H 0.01
38 H 0.01
39 O -0.09
40 H 0.06
41 H -0.01
42 O -0.01
43 H 0.03
44 H 0.03